(1)
The following is a DFT calculation (ωB97M-V with the def2-TZVPD basis set) of 11 unconnected molecules or ions with the total composition C46H66N11O2.

- Relative energy (zero: lowest compared OMol25 entry of this formula, charge and spin): 0.0 kcal/mol
- Total charge: +1

Structure (XYZ):
```
125
C46H66N11O2 ωB97M-V with the def2-TZVPD basis set
C 26.4850 52.1730 28.1720
O 27.1600 51.8700 29.4530
C 26.5090 52.5030 30.5960
C 27.3220 52.0320 31.7530
N 28.6590 52.4940 31.6470
H 28.9660 52.9570 30.7070
H 28.6850 53.2500 32.2800
C 29.7840 51.6900 32.0540
C 30.0040 50.4620 31.0940
O 31.3170 49.8170 31.2930
C 31.7230 49.0660 30.2370
H 27.1750 52.2230 27.3970
H 26.1870 53.3270 28.2150
H 25.5130 51.5680 27.9420
H 25.5200 52.1990 30.7210
H 26.4410 53.6290 30.6740
H 27.5110 50.8850 31.7750
H 27.0470 52.5050 32.8080
H 29.7010 51.3230 33.0070
H 30.7260 52.3990 32.0120
H 30.0440 50.7160 30.0280
H 29.2440 49.6500 31.2970
H 31.7190 49.6120 29.4950
H 31.1220 48.1110 30.0420
H 32.7780 48.7950 30.4940
N 33.4500 52.0840 35.7050
C 32.5800 51.0300 35.9770
C 32.5080 50.3690 34.8570
C 33.4220 51.1040 33.7890
C 33.9650 52.0950 34.4100
H 33.6350 52.7060 36.5850
H 32.0380 51.0420 36.8460
H 31.9120 49.4850 34.7220
H 33.5140 50.5560 32.7670
H 34.7210 52.6500 33.9220
N 24.4380 55.6760 29.8800
C 23.6650 54.4630 30.1880
C 23.4990 54.4530 31.4850
C 24.2230 55.7220 32.0160
C 24.7640 56.2890 30.9220
H 24.4380 56.0240 28.8460
H 23.2280 53.9420 29.4770
H 23.1100 53.6170 32.1520
H 24.3080 56.0170 32.9840
H 25.3900 57.2450 30.6890
N 28.7580 53.5830 35.0720
C 27.6020 54.3000 34.7820
C 27.9790 55.1350 33.7180
C 29.5090 54.9700 33.5360
C 29.8870 53.9930 34.3790
H 28.8450 52.8970 35.7140
H 26.6240 54.0010 35.0900
H 27.3270 55.8730 33.2050
H 30.2950 55.5630 32.8110
H 30.9220 53.4610 34.5430
N 22.3260 50.9950 33.4510
C 23.0990 51.8230 34.2540
C 24.3720 51.3830 34.1710
C 24.3850 50.1000 33.2690
C 23.1450 49.9310 32.8720
H 21.2670 51.0970 33.4890
H 22.5750 52.5510 34.9420
H 25.1870 51.8240 34.9880
H 25.3490 49.7450 32.9490
H 22.7090 49.1790 32.2100
N 31.5810 53.3260 25.7840
C 30.4450 53.2450 25.1410
C 29.7460 52.1620 25.5640
C 30.6960 51.5000 26.5770
C 31.8720 52.2620 26.5990
H 32.4620 54.0290 25.7780
H 30.1420 54.1010 24.7230
H 28.7640 51.9810 25.2170
H 30.5770 50.6510 27.0600
H 32.8590 52.0620 27.1060
N 24.0330 57.1500 27.1030
C 23.3970 55.9810 26.7530
C 24.3890 55.0580 26.4590
C 25.7000 55.6790 26.7920
C 25.5230 57.0130 27.0220
H 23.5590 57.9460 27.2600
H 22.3680 55.9610 26.7670
H 24.3200 53.9230 26.1340
H 26.6110 55.2100 26.6540
H 26.2430 57.9250 27.2040
N 25.6240 54.4390 21.8220
C 27.0300 54.4290 21.5940
C 27.5420 53.9930 22.7970
C 26.4220 53.5790 23.7100
C 25.2860 53.8260 23.0100
H 24.8320 54.5120 21.2540
H 27.4390 54.6570 20.7220
H 28.5950 53.7700 22.8100
H 26.6350 53.2220 24.6470
H 24.4270 53.4960 23.1690
N 30.3410 54.6010 28.4980
C 29.0330 54.4950 28.9300
C 28.8430 55.4060 29.8430
C 30.1400 56.1850 30.0120
C 31.0040 55.6700 29.0880
H 30.7560 54.0420 27.8110
H 28.4710 53.8420 28.5360
H 27.9310 55.4390 30.4900
H 30.1740 56.8810 30.7660
H 32.0750 56.1220 29.1020
N 35.3350 54.3270 31.8680
C 34.7120 55.0330 32.8620
C 33.3630 54.8420 32.8000
C 33.1460 53.9590 31.5760
C 34.4260 53.7360 31.0100
H 36.2940 54.3350 31.5530
H 35.2590 55.5230 33.5990
H 32.6920 55.2480 33.5310
H 32.2200 53.7070 31.0370
H 34.6590 53.4200 29.9090
N 23.7560 49.8940 26.2160
C 24.6990 48.8280 26.1880
C 25.4870 49.0830 25.1090
C 24.9860 50.3540 24.4050
C 23.9960 50.8280 25.2370
H 23.0430 50.0580 26.8170
H 24.7400 48.1250 27.0470
H 26.1550 48.4810 24.6110
H 25.1570 50.9340 23.4510
H 23.1360 51.7000 25.0580
```

=====

(2)
The following is a DFT calculation (ωB97M-V with the def2-TZVPD basis set) of 17 unconnected molecules or ions with the total composition C46H67BN17O2.

- Total charge: -1

Structure (XYZ):
```
133
C46H67BN17O2 ωB97M-V with the def2-TZVPD basis set
C -3.0097 2.1254 2.7586
C -2.0270 1.8667 2.0958
C -0.9533 1.1602 1.3011
C 0.4145 0.8450 1.9749
C 0.3841 0.8061 3.5222
N -0.7022 -0.0048 4.0978
O -1.3690 -0.1367 0.8905
B -1.2779 -0.2901 -0.5750
O -1.5528 1.0822 -1.1181
C -1.0072 1.9294 -0.1209
C 0.3231 2.4750 -0.7522
C 0.4495 4.0195 -0.5805
C 1.6958 4.5219 0.1602
C 1.8333 5.9258 0.3266
C 2.9038 6.5093 1.0080
C 3.9298 5.6956 1.5537
C 3.8081 4.2985 1.3973
C 2.7028 3.7310 0.7224
H -3.8986 2.4699 3.2562
H 1.2387 1.5087 1.6831
H 0.7104 -0.1570 1.6496
H 0.4218 1.8289 3.9441
H 1.3388 0.3252 3.8372
H -1.3041 -0.4109 3.3845
H -1.3007 0.6360 4.6173
H -0.1153 -0.4672 -0.9463
H -2.0188 -1.0893 -1.1036
H -1.7668 2.7350 -0.0220
H 0.2425 2.2623 -1.8308
H 1.1816 1.9011 -0.3777
H 0.4148 4.5529 -1.5514
H -0.4313 4.3889 -0.0201
H 1.0715 6.6023 -0.0837
H 2.9949 7.5916 1.1574
H 4.7997 6.0945 2.0836
H 4.5639 3.6134 1.7946
H 2.6552 2.6412 0.6565
C -3.4975 -0.7118 6.7553
C -2.7529 0.5776 6.6863
N -2.1717 1.5714 6.6295
H -2.8438 -1.5166 6.4718
H -3.8500 -0.8643 7.7707
H -4.3388 -0.6619 6.0812
C 1.5365 8.8472 3.8357
C 2.5892 9.2153 2.8832
N 3.4129 9.4899 2.1315
H 0.8424 8.1512 3.3659
H 1.9795 8.3724 4.7094
H 0.9935 9.7374 4.1491
C -5.0227 2.7175 -0.5698
C -5.7416 3.2488 0.5986
N -6.2990 3.6666 1.5165
H -3.9997 2.4589 -0.2901
H -5.5242 1.8244 -0.9399
H -4.9988 3.4665 -1.3599
C 2.9956 -2.4257 0.1930
C 2.9522 -1.0251 0.6571
N 2.9195 0.0680 1.0185
H 2.0082 -2.8789 0.2657
H 3.3230 -2.4587 -0.8444
H 3.6951 -2.9928 0.8061
C -1.7991 -3.4846 -3.6682
C -0.5339 -3.3533 -2.9482
N 0.4662 -3.2503 -2.3871
H -1.9710 -4.5004 -3.9183
H -2.6173 -3.1458 -3.0203
H -1.7810 -2.8738 -4.5618
C 2.6935 -1.3646 -4.3181
C 3.9267 -0.6385 -3.9881
N 4.8921 -0.0664 -3.7330
H 2.8927 -2.0927 -5.1035
H 2.3184 -1.8845 -3.4355
H 1.9329 -0.6682 -4.6644
C 0.4191 -5.4324 -7.5293
C -0.3521 -5.0364 -6.3445
N -0.9557 -4.7267 -5.4141
H 1.4507 -5.6370 -7.2447
H -0.0144 -6.3297 -7.9685
H 0.4054 -4.6343 -8.2651
C 0.6885 -7.0657 -11.4212
C 0.5725 -5.6913 -10.9179
N 0.4813 -4.6164 -10.5238
H -0.2854 -7.5518 -11.3955
H 1.0538 -7.0539 -12.4465
H 1.3844 -7.6289 -10.8014
C 0.0772 2.1197 -6.4710
C -0.0819 0.7430 -5.9887
N -0.1832 -0.3315 -5.5953
H 1.0491 2.4956 -6.1838
H -0.0076 2.1474 -7.5546
H -0.6936 2.7546 -6.0354
C -5.8411 -4.9371 6.6821
C -5.0717 -3.6908 6.5951
N -4.4660 -2.7140 6.5247
H -5.2120 -5.7816 6.4080
H -6.1995 -5.0807 7.7002
H -6.6942 -4.8917 6.0062
C 7.2763 -2.7828 -3.8860
C 7.1748 -4.1568 -3.3766
N 7.0954 -5.2315 -2.9781
H 8.2483 -2.3649 -3.6295
H 7.1629 -2.7811 -4.9687
H 6.4961 -2.1623 -3.4466
C -6.6532 -9.1572 7.2154
C -5.4111 -8.4515 7.5557
N -4.4337 -7.9090 7.8276
H -6.4577 -9.8949 6.4392
H -7.0442 -9.6623 8.0969
H -7.3950 -8.4472 6.8530
C 4.0431 4.5539 -5.8041
C 3.0432 4.0991 -6.7788
N 2.2590 3.7356 -7.5367
H 4.1069 3.8429 -4.9811
H 5.0171 4.6318 -6.2838
H 3.7592 5.5286 -5.4114
C 4.6648 3.4868 5.2734
C 5.4499 4.7195 5.2391
N 6.0571 5.6937 5.1878
H 5.2917 2.6466 4.9786
H 4.2797 3.3040 6.2752
H 3.8278 3.5688 4.5800
C 2.6759 -2.0174 5.8295
C 2.9895 -3.0842 4.8703
N 3.2362 -3.9179 4.1193
H 3.3641 -1.1847 5.6943
H 1.6557 -1.6631 5.6728
H 2.7703 -2.3953 6.8465
C -8.7642 0.6952 0.4915
C -8.4949 -0.4356 -0.4056
N -8.2874 -1.3222 -1.1058
H -8.0452 1.4967 0.3248
H -9.7685 1.0760 0.3132
H -8.6845 0.3719 1.5280
```

=====

(3)
The following is a DFT calculation (ωB97M-V with the def2-TZVPD basis set) of 6 unconnected molecules or ions with the total composition C46H69Cl2F5N3O13.

- Total charge: +1

Structure (XYZ):
```
138
C46H69Cl2F5N3O13 ωB97M-V with the def2-TZVPD basis set
C 4.2887 3.2021 4.8129
C 3.1048 2.2960 5.3157
O 3.1669 1.9176 6.4481
O 2.0119 1.9961 4.4603
C 2.1416 0.6838 3.9494
O 3.2437 0.2142 3.9347
C 0.8421 -0.0960 3.4886
N 0.1673 0.7321 2.4650
C -1.2230 1.0768 2.8164
C -1.5688 2.6345 2.6521
C -3.0677 2.8975 2.3408
C -4.1884 2.5363 3.1966
C -5.5882 2.7913 2.8224
C -5.8961 3.4334 1.5376
C -4.7861 3.8243 0.6525
C -3.4101 3.5623 1.0657
C -2.3405 0.1384 2.1227
N -1.6522 -1.1751 1.8513
C -0.5196 -1.0569 0.8755
Cl -1.3465 -1.0029 -0.7741
C 0.2610 -2.4221 0.8984
C -0.6106 -3.6367 0.3123
C 0.1717 -4.9653 0.7668
N 1.5035 -5.0118 0.1171
C 0.3650 0.2836 1.0942
Cl -0.3212 1.5024 -0.1323
C 1.8584 0.1793 0.5876
F 2.6800 -0.7200 1.2266
F 1.7634 -0.2665 -0.7526
C 2.6257 1.5447 0.4992
C 2.3586 2.7240 1.3088
C 3.1863 3.9175 1.1452
C 4.2856 3.9740 0.1776
C 4.5360 2.8050 -0.6776
C 5.6723 2.7779 -1.7436
F 5.2660 2.2915 -2.9457
F 6.2324 4.0235 -1.8148
F 6.6724 1.9357 -1.2762
C 3.7015 1.6320 -0.4846
H 5.2650 2.9040 5.2699
H 4.0843 4.2698 5.0913
H 4.3811 3.1606 3.6981
H 0.2712 -0.2862 4.4287
H 1.1807 -1.1072 3.1250
H -1.4117 0.9070 3.9159
H -1.3624 3.1235 3.6501
H -0.8997 3.1482 1.9218
H -3.9998 2.0309 4.1715
H -6.4377 2.4855 3.4800
H -6.9403 3.6224 1.2069
H -4.9554 4.3038 -0.3432
H -2.5808 3.8477 0.3812
H -2.7061 0.5361 1.1466
H -3.1831 -0.0245 2.8423
H -1.3352 -1.5536 2.7562
H -2.3772 -1.8293 1.5101
H 0.5795 -2.7685 1.9213
H 1.1941 -2.4196 0.2742
H -1.6180 -3.7107 0.8066
H -0.6413 -3.6473 -0.8012
H -0.4031 -5.8577 0.3976
H 0.2509 -5.0282 1.8872
H 1.4428 -4.5237 -0.7816
H 2.1936 -4.4906 0.6614
H 1.5359 2.7402 2.0521
H 3.0312 4.8277 1.7690
H 4.9513 4.8531 0.0419
H 3.9005 0.7491 -1.1382
O 0.9574 -1.8867 5.9106
C 0.8678 -1.8073 7.1150
O -0.2990 -1.4542 7.6707
C -0.5680 -1.5080 9.0813
C -0.0878 -0.2518 9.7781
C 2.0716 -2.0108 7.9912
H -0.1558 -2.4173 9.5226
H -1.6517 -1.5822 9.1793
H 0.9923 -0.1288 9.6868
H -0.3441 -0.2796 10.8380
H -0.5457 0.6307 9.3274
H 2.6446 -1.0832 8.0303
H 2.6879 -2.7952 7.5520
H 1.8329 -2.3366 9.0009
O 8.1882 4.5316 4.8085
C 8.1073 4.6096 6.0067
O 6.9273 4.9222 6.5760
C 6.6673 4.8611 7.9847
C 7.1058 6.1347 8.6780
C 9.3259 4.4515 6.8768
H 7.1138 3.9674 8.4261
H 5.5868 4.7492 8.0882
H 8.1805 6.2957 8.5815
H 6.8555 6.0998 9.7394
H 6.6149 6.9996 8.2279
H 9.8655 5.3983 6.9114
H 9.9668 3.6891 6.4345
H 9.1065 4.1188 7.8893
O -3.1442 -5.1706 -2.7674
C -3.0889 -4.3837 -3.6807
O -2.3517 -4.6668 -4.7631
C -2.3680 -3.8885 -5.9706
C -1.4130 -2.7152 -5.8758
C -3.7658 -3.0417 -3.5827
H -3.3847 -3.5844 -6.2261
H -2.0364 -4.5564 -6.7679
H -1.6972 -2.0295 -5.0750
H -1.3908 -2.1592 -6.8147
H -0.4035 -3.0646 -5.6494
H -3.1199 -2.3588 -3.0294
H -4.7041 -3.1675 -3.0421
H -4.0236 -2.6030 -4.5445
O -4.9672 -3.3051 -7.6816
C -4.8866 -3.9875 -8.6760
O -4.9274 -3.4061 -9.8826
C -4.6549 -4.0845 -11.1178
C -5.8912 -4.7856 -11.6415
C -4.8310 -5.4883 -8.5809
H -3.8019 -4.7584 -11.0134
H -4.3526 -3.3120 -11.8266
H -6.2399 -5.5553 -10.9513
H -5.6877 -5.2528 -12.6060
H -6.7094 -4.0730 -11.7601
H -5.8436 -5.8767 -8.4685
H -4.2444 -5.7561 -7.7015
H -4.3479 -5.9672 -9.4297
O -0.0549 1.0044 -8.6011
C -1.2534 0.9335 -8.6826
O -1.8664 -0.2525 -8.5084
C -3.2878 -0.4173 -8.3980
C -3.9391 -0.5150 -9.7608
C -2.0747 2.1366 -9.0659
H -3.7250 0.3702 -7.7796
H -3.4427 -1.3533 -7.8601
H -3.7933 0.3964 -10.3440
H -5.0097 -0.6939 -9.6602
H -3.4977 -1.3306 -10.3341
H -2.0668 2.2436 -10.1509
H -1.6215 3.0193 -8.6149
H -3.1023 2.1025 -8.7097
```

=====

Number 1: total energy -2544.36732 a.u.. Number 2: total energy -2898.95795 a.u.. Number 3: total energy -4355.99328 a.u..